Formula: C57H49Br2N2O15S
Source: OMol25
Level of theory: wB97M-V/def2-TZVPD

Geometry as XYZ:
```
126
Properties=species:S:1:pos:R:3
C 0.20150 1.55467 4.13601
C 1.56082 0.82725 3.57758
Br 2.19446 -0.40983 5.03624
C 1.34247 0.04823 2.11439
Br 3.16370 -0.55512 1.53474
N 0.31156 -1.05244 2.23270
C -1.02611 -0.85295 1.87302
C -1.77571 0.46404 1.24487
C -2.96965 1.09426 2.17473
C -3.29901 2.67774 1.90830
S -3.24152 3.21298 0.11398
C -2.09417 -2.12172 2.08964
C -2.90620 -2.02053 3.53449
C -2.16920 -2.07788 5.01962
C -3.14315 -1.91317 6.32669
N -4.63446 -1.73494 6.35511
C -5.27880 -1.66571 4.99990
C -4.56485 -1.80577 3.53206
C -0.99251 -3.31268 2.32541
C 0.41139 -2.49218 2.71635
O 1.41715 -3.38824 2.05975
H -0.05251 2.58371 3.59235
H 0.34177 1.83017 5.28872
H -0.69213 0.79999 4.09617
H 2.38137 1.65950 3.46754
H 1.02904 0.91894 1.36298
H -1.06635 1.34172 0.93579
H -2.29886 0.09592 0.23712
H -2.73143 0.99520 3.33949
H -3.95797 0.45635 2.01155
H -4.42416 2.84744 2.26957
H -2.65330 3.42186 2.57563
H -2.65653 2.24340 -0.71563
H -2.77320 -2.42819 1.18643
H -1.00965 -2.18977 5.13086
H -2.59378 -1.93884 7.38703
H -6.45978 -1.48695 4.98515
H -5.09095 -1.77161 2.48695
H -1.28050 -4.24913 2.96526
H -0.73031 -3.75033 1.24925
H 0.69753 -2.64766 3.84963
H 2.11849 -3.54773 2.76722
C -1.94076 2.84167 -4.19083
C -2.42527 3.51378 -5.23957
C -3.65874 3.07933 -5.92441
O -4.10183 3.69275 -6.88561
C -4.33654 1.87504 -5.40473
C -3.85203 1.20293 -4.35600
C -2.61856 1.63737 -3.67115
O -2.17547 1.02395 -2.70995
H -1.03690 3.14638 -3.67757
H -1.94012 4.39937 -5.63221
H -5.24040 1.57033 -5.91800
H -4.33718 0.31733 -3.96336
C -7.12992 -4.10317 2.85982
C -7.50579 -5.37725 3.00738
C -8.10395 -6.13383 1.88979
O -8.45010 -7.29939 2.02453
C -8.26907 -5.42883 0.60313
C -7.89320 -4.15475 0.45557
C -7.29504 -3.39817 1.57316
O -6.94889 -2.23260 1.43842
H -6.69027 -3.53363 3.66951
H -7.39061 -5.90857 3.94454
H -8.70872 -5.99836 -0.20656
H -8.00838 -3.62343 -0.48158
C 8.71506 1.08804 -0.01603
C 9.47380 0.00294 0.16616
C 8.87513 -1.34293 0.26325
O 9.56866 -2.33644 0.43199
C 7.40652 -1.44336 0.14965
C 6.64778 -0.35825 -0.03254
C 7.24645 0.98762 -0.12963
O 6.55292 1.98112 -0.29837
H 9.13808 2.08254 -0.08865
H 10.55242 0.05994 0.25067
H 6.98350 -2.43786 0.22227
H 5.56916 -0.41526 -0.11705
C 2.72241 -7.83169 4.03416
C 3.36149 -8.73859 3.28888
C 3.46949 -8.58792 1.82435
O 4.05252 -9.41851 1.14120
C 2.84566 -7.39612 1.21586
C 2.20658 -6.48922 1.96114
C 2.09859 -6.63989 3.42567
O 1.51555 -5.80930 4.10883
H 2.63343 -7.92744 5.10941
H 3.82491 -9.61775 3.72031
H 2.93465 -7.30038 0.14061
H 1.74317 -5.61006 1.52971
C 1.08832 5.89335 -7.38865
C 1.52338 5.70982 -8.63899
C 1.67799 4.35531 -9.20523
O 2.07803 4.18633 -10.34888
C 1.33186 3.21222 -8.33729
C 0.89680 3.39575 -7.08694
C 0.74219 4.75025 -6.52070
O 0.34216 4.91924 -5.37706
H 0.96996 6.88003 -6.95771
H 1.78064 6.53799 -9.28842
H 1.45022 2.22554 -8.76823
H 0.63954 2.56757 -6.43751
C 12.84956 4.00229 -0.78181
C 12.47370 2.72821 -0.63425
C 11.87553 1.97163 -1.75184
O 11.52939 0.80607 -1.61710
C 11.71041 2.67663 -3.03850
C 12.08628 3.95071 -3.18606
C 12.68444 4.70729 -2.06847
O 13.03059 5.87285 -2.20321
H 13.28921 4.57182 0.02788
H 12.58887 2.19689 0.30291
H 11.27077 2.10710 -3.84819
H 11.97110 4.48203 -4.12321
C -7.30235 4.69233 0.33057
C -7.06727 3.46412 -0.14118
C -8.12862 2.68280 -0.80622
O -7.91489 1.55778 -1.23652
C -9.45859 3.31159 -0.93112
C -9.69367 4.53981 -0.45937
C -8.63232 5.32113 0.20566
O -8.84605 6.44615 0.63596
H -6.53527 5.27863 0.82159
H -6.09696 2.98937 -0.05796
H -10.22567 2.72530 -1.42214
H -10.66398 5.01456 -0.54259
```

Calculated values
gap between HOMO and LUMO = 7.118 eV
LUMO energy = -4.4523 eV
net charge = +1
E_tot = -244489.86709 eV
strongest force on any atom = 6.5 eV/A